# C3H5O4Yb

A molecular structure, C3H5O4Yb (ωB97M-V with the def2-TZVPD basis set, OMol25).

Properties
* frontier orbital gap: 7.542 eV
* ΔE to the lowest compared entry with this formula, charge and spin: 49.22 kJ/mol
* HOMO level: -0.470 Ha

```
! wB97M-V def2-TZVPD RIJCOSX def2/J DEFGRID3
* xyz 1 1
O 1.375 -2.454 -0.315
C 0.600 -1.786 0.313
C 1.794 0.054 -1.842
O 0.058 -1.919 1.450
O 0.158 -0.504 -0.185
C 0.544 0.046 -1.397
H 1.976 0.345 -2.876
H 2.638 -0.253 -1.227
H -0.307 0.454 -1.942
H -2.352 2.474 1.401
O -2.327 1.752 2.054
H -2.938 1.973 2.768
Yb -1.218 -0.182 1.800
*
```

Here are the Mulliken charges for atoms 1 to 8, given in e: atom 1 (O): -0.479, atom 2 (C): 0.745, atom 3 (C): -0.630, atom 4 (O): -0.704, atom 5 (O): -0.318, atom 6 (C): 0.055, atom 7 (H): 0.254, atom 8 (H): 0.240

# C3H3NO2S

A single C3H3NO2S molecule (ωB97M-V with the def2-TZVPD basis set, OMol25).

Properties
* frontier orbital gap: 9.114 eV
* ΔE to the lowest compared entry with this formula, charge and spin: 434.19 kJ/mol
* HOMO level: -0.334 Ha
* SMILES: O=C=CS/C=N\O

```
! wB97M-V def2-TZVPD RIJCOSX def2/J DEFGRID3
* xyz 0 1
C -1.195 -0.113 -0.542
C 1.390 -0.707 -0.703
C 2.037 0.074 -1.534
N -2.123 0.707 -0.319
O -2.261 1.450 0.793
O 2.622 0.640 -2.359
S 0.184 -0.593 0.612
H -1.285 -0.811 -1.351
H 1.954 -1.659 -0.626
H -1.586 1.215 1.431
*
```

Here are the Mulliken charges for atoms 1 to 8, given in e: atom 1 (C): -0.082, atom 2 (C): -0.837, atom 3 (C): 0.942, atom 4 (N): -0.268, atom 5 (O): -0.275, atom 6 (O): -0.331, atom 7 (S): -0.145, atom 8 (H): 0.433

# C46H36BrIN6O4SeSn

A molecular structure, C46H36BrIN6O4SeSn (ωB97M-V with the def2-TZVPD basis set, OMol25).

Properties
* frontier orbital gap: 5.273 eV
* ΔE to the lowest compared entry with this formula, charge and spin: 62.85 kJ/mol
* HOMO level: -0.052 Ha

```
! wB97M-V def2-TZVPD RIJCOSX def2/J DEFGRID3
* xyz -2 1
Sn 0.118 0.483 0.026
C -2.430 -3.609 0.584
C -3.442 -2.513 0.640
N -4.634 -2.767 1.106
C -5.528 -1.769 1.178
C -5.286 -0.490 0.743
C -6.332 0.572 0.949
O -5.861 1.709 1.655
C -4.015 -0.176 0.199
C -3.756 1.133 -0.293
N -2.598 1.650 -0.527
C -2.518 2.990 -0.817
C -3.297 3.914 -0.104
C -3.203 5.268 -0.330
C -2.318 5.750 -1.278
C -1.525 4.863 -1.986
C -1.620 3.508 -1.751
I -0.379 2.220 -2.900
C -3.020 -1.214 0.159
O -1.872 -1.058 -0.314
H -2.886 -4.563 0.839
H -1.614 -3.393 1.274
H -1.999 -3.639 -0.417
H -6.485 -2.042 1.608
H -7.178 0.133 1.501
H -6.717 0.939 -0.012
H -5.080 1.441 2.153
H -4.645 1.744 -0.500
H -3.966 3.542 0.658
H -3.815 5.948 0.246
H -2.229 6.809 -1.463
H -0.817 5.235 -2.707
N 0.932 -3.694 -3.427
C 0.020 -2.772 -3.893
C -0.230 -2.679 -5.271
C -1.193 -1.786 -5.700
C -1.880 -1.028 -4.761
C -1.560 -1.206 -3.423
N -0.638 -2.045 -3.005
C 1.170 -3.976 -2.085
C 1.499 -5.286 -1.717
C 1.688 -5.555 -0.374
C 1.562 -4.524 0.543
C 1.285 -3.250 0.065
N 1.093 -2.985 -1.213
H 1.220 -4.401 -4.088
H 0.308 -3.300 -5.975
H -1.421 -1.692 -6.754
H -2.644 -0.329 -5.063
H -2.067 -0.674 -2.633
H 1.582 -6.065 -2.465
H 1.923 -6.562 -0.048
H 1.679 -4.694 1.602
H 1.203 -2.406 0.731
C 7.182 -1.309 -1.926
C 6.823 -0.732 -0.718
C 5.505 -0.424 -0.448
C 4.493 -0.682 -1.380
C 4.874 -1.286 -2.586
C 6.194 -1.586 -2.859
C 3.088 -0.366 -1.152
C 2.554 0.480 -0.254
C 3.309 1.334 0.634
C 3.874 2.528 0.168
C 4.507 3.394 1.033
C 4.599 3.095 2.383
C 4.020 1.929 2.863
C 3.379 1.062 2.006
H 8.218 -1.547 -2.135
H 7.585 -0.520 0.023
H 5.247 0.016 0.502
H 4.110 -1.510 -3.321
H 6.464 -2.035 -3.809
H 2.404 -0.894 -1.817
H 3.787 2.769 -0.885
H 4.929 4.320 0.659
H 5.101 3.776 3.059
H 4.067 1.704 3.922
H 2.906 0.161 2.375
Se 0.233 2.997 1.634
C 0.702 4.289 0.503
N 0.965 5.151 -0.219
Br -3.000 3.546 6.152
C -2.038 2.195 5.203
C -2.444 1.841 3.932
C -1.754 0.843 3.266
C -0.676 0.209 3.868
C -0.293 0.586 5.149
C -0.967 1.585 5.825
C 0.109 -0.903 3.186
O 0.454 -1.860 3.869
O 0.362 -0.746 1.959
H -3.276 2.352 3.469
H -2.059 0.555 2.268
H 0.542 0.081 5.611
H -0.666 1.888 6.817
*
```

Here are the Mulliken charges for atoms 1 to 8, given in e: atom 1 (Sn): 0.298, atom 2 (C): -0.596, atom 3 (C): 0.414, atom 4 (N): -0.808, atom 5 (C): -1.248, atom 6 (C): 0.671, atom 7 (C): -0.924, atom 8 (O): -0.487

# C43H122N16O13

13 unconnected molecules or ions with the total composition C43H122N16O13 (ωB97M-V with the def2-TZVPD basis set, OMol25).

Properties
* frontier orbital gap: 8.558 eV
* ΔE to the lowest compared entry with this formula, charge and spin: 0.00 kJ/mol
* HOMO level: -0.312 Ha

```
! wB97M-V def2-TZVPD RIJCOSX def2/J DEFGRID3
* xyz 0 1
C -2.703 -5.409 -2.933
C -1.695 -4.886 -1.925
C -1.648 -5.818 -0.704
O -0.625 -5.473 0.185
C -0.564 -6.313 1.332
N -0.348 -4.826 -2.553
H -2.303 -6.315 -3.401
H -2.648 -4.695 -3.763
H -3.705 -5.522 -2.535
H -1.974 -3.906 -1.525
H -1.528 -6.849 -1.077
H -2.628 -5.765 -0.206
H -1.391 -6.078 2.005
H 0.375 -6.049 1.822
H -0.496 -7.360 1.031
H -0.260 -5.691 -3.087
H 0.336 -4.977 -1.812
C -5.944 4.523 -1.929
C -4.840 5.549 -1.797
C -3.482 4.901 -1.426
O -3.562 3.792 -0.582
C -3.820 4.074 0.775
N -4.755 6.347 -3.017
H -6.901 5.004 -2.138
H -6.095 4.021 -0.972
H -5.779 3.764 -2.697
H -5.085 6.261 -0.996
H -2.788 5.657 -1.036
H -3.098 4.545 -2.390
H -3.347 3.298 1.366
H -4.910 4.027 0.943
H -3.674 5.144 0.967
H -4.862 5.796 -3.856
H -3.955 6.960 -3.057
C 4.060 -3.569 -2.731
C 4.395 -2.961 -1.354
C 4.050 -3.899 -0.217
O 4.779 -5.082 -0.344
C 4.647 -5.918 0.794
N 5.878 -2.760 -1.288
H 4.200 -2.756 -3.457
H 3.007 -3.827 -2.854
H 4.815 -4.317 -2.951
H 4.031 -1.942 -1.236
H 2.961 -4.037 -0.145
H 4.365 -3.353 0.688
H 5.297 -5.529 1.589
H 4.873 -6.941 0.522
H 3.636 -5.801 1.208
H 6.221 -3.693 -1.535
H 6.278 -2.239 -2.064
C 3.367 3.615 5.558
C 2.681 2.390 4.959
C 1.455 1.972 5.743
O 1.829 1.655 7.064
C 0.877 0.852 7.715
N 2.258 2.801 3.560
H 3.393 3.499 6.647
H 2.814 4.542 5.389
H 4.383 3.733 5.187
H 3.381 1.570 4.803
H 1.046 1.065 5.274
H 0.709 2.778 5.698
H 1.286 0.541 8.676
H 0.816 -0.116 7.188
H -0.143 1.239 7.797
H 2.772 2.305 2.846
H 2.478 3.788 3.477
C 1.144 -1.161 -3.630
C 0.418 -1.786 -4.802
C 1.384 -2.716 -5.516
O 2.524 -2.009 -6.004
C 2.263 -1.378 -7.237
N -0.795 -2.484 -4.402
H 1.854 -0.396 -3.953
H 1.676 -1.898 -3.025
H 0.497 -0.648 -2.909
H 0.092 -1.032 -5.526
H 0.928 -3.287 -6.331
H 1.763 -3.403 -4.754
H 2.234 -2.095 -8.063
H 3.166 -0.788 -7.443
H 1.447 -0.655 -7.242
H -0.549 -3.216 -3.714
H -1.451 -1.868 -3.929
C 4.705 0.658 -0.812
C 5.860 1.073 -1.710
C 7.192 0.615 -1.113
O 7.529 1.109 0.147
C 7.527 2.505 0.233
N 5.706 0.351 -2.995
H 4.593 1.428 -0.035
H 4.822 -0.268 -0.238
H 3.705 0.543 -1.243
H 5.814 2.150 -1.870
H 7.976 0.847 -1.861
H 7.197 -0.473 -1.064
H 7.985 2.849 1.156
H 6.532 2.972 0.177
H 8.064 2.941 -0.626
H 5.097 -0.453 -2.925
H 6.600 -0.003 -3.319
C -2.772 0.795 -3.104
C -3.903 0.148 -2.297
C -3.663 -1.345 -2.083
O -3.491 -2.111 -3.270
C -4.619 -2.081 -4.125
N -4.125 0.750 -0.991
H -2.690 0.372 -4.108
H -1.819 0.600 -2.596
H -2.949 1.871 -3.131
H -4.814 0.200 -2.914
H -4.405 -1.841 -1.450
H -2.677 -1.381 -1.592
H -4.613 -1.195 -4.772
H -5.570 -2.167 -3.593
H -4.452 -2.915 -4.809
H -4.027 1.759 -1.071
H -3.393 0.511 -0.315
C 2.164 3.224 -2.890
C 0.783 3.803 -2.604
C 0.873 5.135 -1.900
O 1.655 4.956 -0.726
C 1.939 6.162 -0.091
N 0.032 3.930 -3.859
H 2.806 3.809 -3.548
H 2.057 2.179 -3.177
H 2.743 3.161 -1.963
H 0.343 3.073 -1.907
H -0.138 5.467 -1.599
H 1.338 5.970 -2.438
H 1.000 6.653 0.219
H 2.311 6.928 -0.794
H 2.605 6.045 0.752
H -0.940 4.101 -3.621
H 0.109 3.052 -4.357
C -3.536 -2.775 2.150
C -4.606 -3.767 2.611
C -5.082 -4.611 1.429
O -5.323 -3.904 0.244
C -6.681 -3.788 -0.135
N -4.033 -4.571 3.700
H -3.888 -2.146 1.333
H -2.628 -3.315 1.859
H -3.264 -2.097 2.965
H -5.443 -3.195 3.027
H -5.856 -5.288 1.818
H -4.270 -5.292 1.134
H -7.185 -3.029 0.477
H -7.225 -4.730 -0.058
H -6.674 -3.383 -1.146
H -4.159 -5.571 3.599
H -3.037 -4.402 3.759
C -0.521 2.529 1.243
C -0.472 1.074 0.764
C 0.686 0.363 1.465
O 0.480 -1.036 1.510
C 0.589 -1.665 0.260
N -1.790 0.492 0.999
H 0.480 2.959 1.231
H -0.997 2.588 2.225
H -1.150 3.114 0.565
H -0.244 1.135 -0.309
H 0.682 0.680 2.516
H 1.695 0.641 1.139
H 0.510 -2.734 0.419
H 1.559 -1.466 -0.209
H -0.179 -1.300 -0.430
H -1.672 -0.506 0.821
H -1.990 0.558 2.002
C -2.410 1.421 4.903
O -2.302 0.770 3.875
N -2.303 0.909 6.169
N -2.733 2.769 4.864
H -2.160 -0.083 6.212
H -2.369 1.485 6.984
H -2.815 3.106 3.922
H -3.056 3.271 5.668
C 1.310 -2.034 4.675
O 1.653 -1.949 5.839
N 0.049 -1.748 4.190
N 2.166 -2.541 3.713
H -0.590 -1.164 4.695
H 0.037 -1.637 3.178
H 1.831 -2.776 2.796
H 2.955 -3.005 4.124
C 0.632 5.954 3.219
O 1.844 6.052 3.145
N -0.279 6.823 2.655
N 0.019 4.898 3.870
H -1.256 6.640 2.779
H 0.001 7.502 1.976
H -0.957 4.744 3.691
H 0.568 4.053 3.963
*
```

Here are the Mulliken charges for atoms 1 to 8, given in e: atom 1 (C): -1.554, atom 2 (C): 1.414, atom 3 (C): -0.600, atom 4 (O): 0.024, atom 5 (C): -0.763, atom 6 (N): -0.533, atom 7 (H): 0.456, atom 8 (H): 0.329

# C5H10IN3O2

2 unconnected molecules or ions with the total composition C5H10IN3O2 (ωB97M-V with the def2-TZVPD basis set, OMol25).

Properties
* frontier orbital gap (spin up / spin down): 5.107 / 3.271 eV
* ΔE to the lowest compared entry with this formula, charge and spin: 593.01 kJ/mol
* HOMO level (spin up / spin down): -0.503 / -0.474 Ha

```
! wB97M-V def2-TZVPD RIJCOSX def2/J DEFGRID3
* xyz 2 1
C -8.296 -0.200 -0.363
C 2.459 0.014 -0.502
C -8.124 -0.788 -1.591
C 3.511 -1.974 0.374
C 4.217 1.809 -2.394
N 2.363 -1.202 0.108
N 3.661 0.540 -0.310
N 1.353 0.648 -0.993
O -8.360 0.478 0.518
O 4.202 1.648 -1.091
I -0.434 -0.249 -0.791
H -7.328 -1.531 -1.384
H -9.045 -1.100 -2.057
H -7.785 -0.148 -2.357
H 3.982 -1.905 1.339
H 3.215 -3.047 0.240
H 4.169 -1.740 -0.553
H 3.360 1.449 -2.962
H 4.951 1.895 -0.583
H 4.706 2.628 -2.889
H 1.471 -1.604 0.217
*
```

Here are the Mulliken charges for atoms 1 to 8, given in e: atom 1 (C): 0.647, atom 2 (C): 0.927, atom 3 (C): -0.694, atom 4 (C): -0.806, atom 5 (C): -0.069, atom 6 (N): -0.048, atom 7 (N): -0.510, atom 8 (N): -0.678

# C18H28Cl2FN4

2 unconnected molecules or ions with the total composition C18H28Cl2FN4 (ωB97M-V with the def2-TZVPD basis set, OMol25).

Properties
* frontier orbital gap: 3.720 eV
* HOMO level: -0.299 Ha

```
! wB97M-V def2-TZVPD RIJCOSX def2/J DEFGRID3
* xyz 1 1
C -1.489 1.614 -3.652
C -1.095 1.966 -2.229
C -0.417 3.309 -2.092
N -0.153 0.978 -1.693
N 1.146 1.213 -1.749
N 1.722 0.076 -1.274
C 3.210 0.094 -1.332
C 3.650 1.304 -0.533
C 3.618 0.234 -2.788
C 0.803 -0.856 -0.921
C 1.215 -2.184 -0.284
C -0.029 -2.978 0.118
C 2.021 -1.915 0.993
C 2.022 -3.016 -1.289
C -0.465 -0.275 -1.177
C -1.791 -0.618 -0.998
H -2.215 2.344 -4.024
H -0.610 1.644 -4.306
H -1.941 0.620 -3.705
H -1.974 1.916 -1.582
H -1.063 4.092 -2.501
H -0.227 3.525 -1.038
H 0.541 3.313 -2.623
H 3.575 -0.841 -0.900
H 4.745 1.375 -0.505
H 3.253 2.210 -1.017
H 3.283 1.261 0.498
H 4.713 0.248 -2.877
H 3.237 -0.593 -3.397
H 3.228 1.186 -3.181
H -0.659 -3.183 -0.755
H 0.265 -3.940 0.565
H -0.620 -2.425 0.857
H 2.926 -1.328 0.802
H 1.403 -1.368 1.715
H 2.327 -2.867 1.447
H 2.936 -2.508 -1.615
H 2.312 -3.972 -0.833
H 1.412 -3.226 -2.176
H -2.043 -1.570 -0.559
H -2.552 0.109 -1.259
Cl -0.556 -0.507 3.783
C -2.111 0.021 4.247
N -3.050 0.177 3.289
F -2.699 -0.095 1.902
C -4.305 0.588 3.580
Cl -5.418 0.765 2.311
C -4.656 0.854 4.902
C -3.711 0.704 5.919
C -2.429 0.286 5.574
H -5.668 1.175 5.098
H -3.973 0.909 6.954
H -1.645 0.154 6.314
*
```

Here are the Mulliken charges for atoms 1 to 8, given in e: atom 1 (C): -1.272, atom 2 (C): 0.203, atom 3 (C): -1.489, atom 4 (N): 0.823, atom 5 (N): -0.985, atom 6 (N): 1.015, atom 7 (C): -0.010, atom 8 (C): -1.458

# C6H12O

A single C6H12O molecule (ωB97M-V with the def2-TZVPD basis set, OMol25).

Properties
* frontier orbital gap: 10.225 eV
* ΔE to the lowest compared entry with this formula, charge and spin: 286.78 kJ/mol
* HOMO level: -0.338 Ha
* SMILES: CC[C@H]1C[C@H]1CO

```
! wB97M-V def2-TZVPD RIJCOSX def2/J DEFGRID3
* xyz 0 1
C -2.234 -0.157 0.947
C -1.130 1.008 0.056
C -0.361 0.307 -0.973
C 1.028 0.780 -1.334
C 0.834 -0.561 -0.680
C 1.359 -0.795 0.718
O 2.741 -1.115 0.716
H -2.839 -0.535 0.135
H -2.892 0.305 1.708
H -1.700 -1.003 1.421
H -0.888 1.026 1.124
H -1.814 1.771 -0.307
H -0.972 -0.021 -1.818
H 1.285 0.830 -2.387
H 1.441 1.583 -0.724
H 0.941 -1.423 -1.333
H 1.154 0.082 1.351
H 0.861 -1.656 1.176
H 3.187 -0.426 0.203
*
```

Here are the Mulliken charges for atoms 1 to 8, given in e: atom 1 (C): -1.053, atom 2 (C): -0.885, atom 3 (C): 0.149, atom 4 (C): -0.742, atom 5 (C): -0.033, atom 6 (C): -0.578, atom 7 (O): -0.534, atom 8 (H): 0.332

# C25H41ClN5O7S2

9 unconnected molecules or ions with the total composition C25H41ClN5O7S2 (ωB97M-V with the def2-TZVPD basis set, OMol25).

Properties
* frontier orbital gap: 8.175 eV
* HOMO level: -0.218 Ha

```
! wB97M-V def2-TZVPD RIJCOSX def2/J DEFGRID3
* xyz -1 1
Cl -17.063 -31.981 -31.798
O -17.242 -33.359 -32.185
O -15.836 -31.807 -31.049
O -16.989 -31.191 -33.014
O -18.154 -31.551 -30.964
C -20.048 -28.150 -30.104
O -21.242 -28.111 -30.875
H -20.240 -27.809 -29.085
H -19.598 -29.150 -30.070
H -19.284 -27.545 -30.590
H -21.906 -28.624 -30.407
N -17.360 -31.115 -28.096
C -17.757 -29.888 -27.660
C -17.928 -29.955 -26.304
C -17.627 -31.288 -25.915
C -17.277 -31.974 -27.048
H -17.153 -31.314 -29.062
H -17.827 -29.073 -28.361
H -18.252 -29.167 -25.645
H -17.632 -31.665 -24.905
H -16.911 -32.977 -27.183
N -18.618 -32.228 -35.229
C -18.399 -31.545 -36.386
C -18.791 -32.344 -37.426
C -19.263 -33.559 -36.867
C -19.153 -33.447 -35.505
H -18.343 -31.910 -34.309
H -17.964 -30.561 -36.352
H -18.727 -32.106 -38.476
H -19.765 -34.370 -37.369
H -19.393 -34.130 -34.708
N -16.537 -26.645 -32.427
C -16.317 -27.647 -31.527
C -16.134 -27.084 -30.291
C -16.286 -25.677 -30.449
C -16.529 -25.439 -31.775
H -16.837 -26.765 -33.378
H -16.439 -28.689 -31.777
H -15.894 -27.641 -29.401
H -16.181 -24.887 -29.723
H -16.738 -24.522 -32.298
N -17.827 -36.337 -34.258
C -18.329 -36.559 -33.003
C -18.756 -37.862 -32.952
C -18.475 -38.453 -34.215
C -17.906 -37.484 -35.003
H -17.381 -35.487 -34.560
H -18.178 -35.848 -32.207
H -19.179 -38.341 -32.085
H -18.723 -39.450 -34.541
H -17.542 -37.516 -36.015
N -15.071 -35.660 -32.169
C -14.328 -35.465 -31.039
C -13.468 -36.526 -30.926
C -13.714 -37.388 -32.030
C -14.747 -36.853 -32.748
H -15.764 -35.016 -32.511
H -14.544 -34.583 -30.459
H -12.794 -36.652 -30.094
H -13.185 -38.308 -32.219
H -15.215 -37.094 -33.688
C -12.171 -32.521 -30.637
S -10.975 -31.726 -29.552
O -10.732 -32.676 -28.430
C -9.575 -31.914 -30.668
H -12.192 -33.579 -30.369
H -11.863 -32.508 -31.684
H -13.182 -32.123 -30.562
H -9.441 -32.976 -30.860
H -8.701 -31.539 -30.129
H -9.683 -31.294 -31.556
C -12.375 -31.041 -36.031
S -12.663 -32.407 -34.892
O -11.369 -32.564 -34.166
C -13.761 -31.516 -33.806
H -11.575 -31.343 -36.701
H -12.036 -30.201 -35.421
H -13.283 -30.771 -36.568
H -14.539 -30.991 -34.361
H -13.158 -30.739 -33.326
H -14.218 -32.142 -33.045
*
```

Here are the Mulliken charges for atoms 1 to 8, given in e: atom 1 (Cl): 1.563, atom 2 (O): -0.545, atom 3 (O): -0.617, atom 4 (O): -0.582, atom 5 (O): -0.784, atom 6 (C): -0.170, atom 7 (O): -0.555, atom 8 (H): 0.298